Density functional theory data (ωB97M-V/def2-TZVPD) for a molecular structure, C34H32N5O5PS5SbSeTi.

Computed properties:
* ΔE to the lowest compared entry with this formula, charge and spin: 0.0 kcal/mol
* total energy: -7788.50235 Eh
* LUMO level (spin up / spin down): 2.88 / 2.96 eV
* molecular weight: 1030.56 g/mol
* maximum force: 0.3 eV/A
* spin multiplicity: 2
* net charge: -2

Cartesian coordinates (Å):
Sb1 0.86681 -1.78051 -5.47614
Se1 1.95957 1.54673 3.13111
Ti1 0.16024 -1.17208 -2.21254
S1 -2.60921 0.65924 -2.43581
S2 0.82224 -0.01101 -6.86427
S3 -1.07069 -1.92683 -4.03575
S4 1.45027 -3.85758 -6.15729
S5 2.12443 -1.22984 -3.49343
P1 1.42047 1.16596 -1.69127
O1 -1.11920 0.39349 -2.21917
O2 -3.39644 -0.30927 -1.72092
O3 -2.89804 0.91027 -3.81612
O4 -1.05547 -6.59992 3.18126
O5 -0.24465 -7.48955 1.35346
N1 2.16942 -1.70717 -0.43072
N2 -0.65060 -1.35620 -0.16365
N3 5.84536 -3.20211 3.16992
N4 -0.63159 -6.48559 2.00753
N5 0.23936 -3.32653 -1.66096
C1 0.76863 2.36666 -0.48073
C2 4.04986 -3.04556 0.17066
C3 -1.77043 2.90792 4.48722
C4 -2.44092 3.38093 -2.25513
C5 3.20228 1.23869 -1.30638
C6 -1.03936 -0.32365 0.57007
C7 1.28425 2.10600 -3.24623
C8 -2.48496 4.58625 -1.57624
C9 -0.86117 4.64409 3.12065
C10 -3.17864 3.45711 0.41899
C11 -1.04525 -2.83991 1.71758
C12 -1.89164 4.17484 3.92724
C13 -1.42777 -0.46088 1.91071
C14 2.18371 -1.17365 0.78514
C15 -2.84674 4.64073 -0.23091
C16 -0.59677 -5.21846 1.43352
C17 0.67641 -4.27119 -2.48751
C18 0.76542 -5.59314 -2.08417
C19 0.37057 -5.96052 -0.81297
C20 3.09208 -2.62351 -0.73020
C21 -1.43569 -1.70389 2.48386
C22 0.41046 2.59116 3.44473
C23 -0.64241 2.13482 4.25273
C24 3.10573 -1.51945 1.76222
C25 -0.12924 -4.99134 0.07566
C26 5.05056 -2.88276 2.40455
C27 -3.15099 2.24371 -0.25520
C28 -1.02470 -4.14554 2.21586
C29 4.05460 -2.47891 1.44378
C30 -2.88419 5.95967 0.49214
C31 -0.16265 -3.66841 -0.41743
C32 -0.63970 -2.58046 0.39429
C33 0.26104 3.86706 2.87935
C34 -2.76484 2.20911 -1.58509
H1 -3.44457 3.48116 1.46907
H2 -1.34007 -4.34730 3.22710
H3 0.23183 2.19298 -3.51526
H4 0.95992 -3.97882 -3.48995
H5 -1.72067 -1.83702 3.52043
H6 -0.55324 1.15487 4.70725
H7 -2.76929 4.78200 4.11785
H8 3.05678 -1.03536 2.72869
H9 -2.16221 3.33307 -3.30017
H10 -2.22964 5.50328 -2.09635
H11 1.30964 3.31053 -0.58744
H12 -1.68593 0.42713 2.47147
H13 1.05774 4.24844 2.25188
H14 3.58667 2.22925 -1.55786
H15 -0.28946 2.55407 -0.66009
H16 -0.92844 5.63005 2.67383
H17 1.13561 -6.32591 -2.78761
H18 1.44735 -0.41175 1.01703
H19 1.71380 3.10158 -3.11328
H20 -3.42155 1.32193 0.24357
H21 4.77394 -3.79666 -0.11068
H22 3.05763 -3.02408 -1.73571
H23 0.92311 2.00891 0.54149
H24 -2.55957 2.51870 5.12206
H25 3.34852 1.07399 -0.23787
H26 1.79244 1.58249 -4.05509
H27 -1.02843 0.64186 0.09497
H28 3.74613 0.48691 -1.87694
H29 -1.90163 6.43554 0.48392
H30 -3.58738 6.64561 0.01477
H31 0.42291 -6.98291 -0.48040
H32 -3.18182 5.82644 1.53135

Cartesian forces (eV/Å) of the 2 atoms listed first:
-0.03 -0.04 -0.09
0.00 -0.01 0.00



Density functional theory data (ωB97M-V/def2-TZVPD) for a molecular structure, C34H33BF8FeN3O3SbTe at a distorted geometry.

Computed properties:
* ΔE to the lowest compared entry with this formula, charge and spin: 53.0 kcal/mol
* total energy: -4301.39962 Eh
* LUMO level (spin up / spin down): -0.13 / -0.23 eV
* molecular weight: 999.66 g/mol
* maximum force: 4.0 eV/A
* spin multiplicity: 5

Cartesian coordinates (Å):
Te1 -0.49996 2.19874 -1.64985
Sb1 -1.79069 -1.79880 -0.27348
Fe1 0.48790 0.54577 0.32678
F1 -0.15661 2.63876 0.41600
F2 -1.86606 3.57202 -1.34299
F3 -1.78378 1.24749 -0.47050
F4 1.72242 1.68607 -0.80387
F5 -5.88592 -0.09210 -4.66566
F6 -1.80664 1.74208 -3.03831
F7 2.56426 -5.19682 -3.21238
F8 -5.16553 -6.90433 1.19572
O1 -0.17239 0.08378 -1.82830
O2 1.05409 1.05184 -3.63062
O3 0.39178 -1.12450 -3.86574
N1 2.57516 -0.12378 3.20783
N2 0.33322 0.23893 2.56032
N3 2.63516 -0.26224 0.85389
C1 -3.92970 -1.26962 -4.11737
C2 -2.95161 -3.55640 0.29180
C3 0.28092 -4.74662 -2.87547
C4 1.71969 1.65075 -5.88031
C5 -0.44952 0.08926 5.21103
C6 -3.16754 -1.27844 -1.83356
C7 -0.69937 -4.02173 -2.21497
C8 1.60422 -4.50576 -2.56258
C9 1.70054 0.56331 -4.82424
C10 3.36771 -0.32362 -0.27070
C11 -1.39249 0.33674 4.21774
C12 0.87084 -0.06519 4.86135
C13 -0.95275 0.40931 2.91778
C14 3.27301 -0.16111 2.01345
C15 -0.42237 -0.30515 -5.95911
C16 -5.15689 -0.04907 -2.43272
C17 4.74257 -0.30184 -0.28650
C18 -4.23249 -0.45405 -1.48452
C19 4.67231 -0.13173 2.09169
C20 -0.35456 -3.06020 -1.27133
C21 -4.33900 -3.48701 0.38556
C22 0.98493 -2.87519 -0.95425
C23 -2.32636 -4.77306 0.55189
C24 1.57083 -1.81911 -5.85277
C25 -3.06444 -5.90804 0.85789
C26 1.23602 0.01771 3.50961
C27 -4.98941 -0.47401 -3.73525
C28 3.12533 0.17254 -4.42981
C29 5.40716 -0.20085 0.93170
C30 -3.00979 -1.66455 -3.15618
C31 1.98206 -3.59511 -1.59728
C32 0.83088 -0.68219 -5.17128
C33 -4.43919 -5.80299 0.91424
C34 -5.09492 -4.60829 0.69514
B1 0.39891 -0.01976 -3.05199
H1 -2.58877 -6.86215 1.04315
H2 -3.82210 -1.55158 -5.15680
H3 3.59237 1.02191 -3.93029
H4 5.15975 -0.05272 3.05490
H5 5.28118 -0.35078 -1.22148
H6 1.62719 -0.24948 5.61319
H7 2.07727 1.24676 -6.82839
H8 3.71463 -0.09457 -5.30682
H9 1.25676 -2.15856 -0.18628
H10 -0.17190 0.00654 -6.97326
H11 -0.74746 0.02656 6.24902
H12 2.39560 2.44548 -5.56310
H13 0.72905 2.08039 -6.01843
H14 -5.97835 0.60678 -2.17790
H15 3.16756 -0.16195 4.01790
H16 -4.32782 -0.08825 -0.46840
H17 0.85901 -2.60828 -6.09596
H18 -4.84346 -2.54665 0.19742
H19 -1.24652 -4.84488 0.50661
H20 0.03247 -5.48521 -3.62663
H21 -1.63668 0.63079 2.10615
H22 -6.17417 -4.56654 0.75950
H23 -2.14812 -2.24364 -3.46158
H24 -1.74282 -4.21769 -2.43048
H25 -1.07486 -1.17731 -6.01057
H26 2.33377 -2.24286 -5.20146
H27 2.80720 -0.38648 -1.19269
H28 3.10674 -0.67305 -3.73802
H29 -2.43665 0.48058 4.45209
H30 3.03010 -3.45666 -1.36116
H31 6.48802 -0.17541 0.96809
H32 2.03480 -1.47129 -6.77736
H33 -0.96439 0.49526 -5.45061

Cartesian forces (eV/Å) of the 2 atoms listed first:
-3.51 1.78 0.56
-0.07 -0.83 -0.31



Density functional theory data (ωB97M-V/def2-TZVPD) for 2 unconnected molecules or ions with the total composition C34H33BF8O2S at a distorted geometry.

Computed properties:
* ΔE to the lowest compared entry with this formula, charge and spin: 42.2 kcal/mol
* total energy: -2687.81832 Eh
* LUMO level: -2.13 eV
* molecular weight: 668.50 g/mol
* maximum force: 2.5 eV/A

Cartesian coordinates (Å):
S1 -3.49022 3.56446 1.44590
F1 0.08760 -0.21004 -1.08039
F2 1.11696 2.83898 4.56676
F3 4.22429 -3.73532 -0.12996
F4 5.08381 -2.37601 4.24708
F5 -0.68425 4.09958 4.59602
F6 0.96125 4.54878 3.19774
F7 0.29341 1.95178 -1.48853
F8 1.86035 0.87414 -0.36503
O1 -3.84319 -1.00637 2.48052
O2 -4.13476 0.87550 3.81139
C1 1.15591 -2.20040 1.15821
C2 2.08744 -4.70164 0.23896
C3 2.45743 -2.32420 0.56794
C4 -1.54652 1.97757 3.07538
C5 -2.24022 1.11596 2.08622
C6 6.04782 0.20625 4.24136
C7 3.71460 0.90552 3.52369
C8 0.72868 -4.49943 0.51688
C9 -4.96001 -1.29233 3.36356
C10 0.23761 3.53488 3.75657
C11 -6.05228 -2.02678 2.62170
C12 2.95612 -1.76754 3.40882
C13 0.24787 -3.26542 0.92518
C14 2.90633 -3.56782 0.21354
C15 2.69944 -6.03154 0.01665
C16 -1.26729 0.52829 1.14716
C17 -3.52488 1.53478 -0.13671
C18 4.64518 -0.07728 3.86625
C19 0.91806 -1.15583 2.09397
C20 -0.40929 2.63638 2.72251
C21 0.14977 2.46377 1.44095
C22 -5.93583 4.38265 0.33711
C23 2.06592 -0.77478 2.89280
C24 -0.23109 1.31690 0.73122
C25 -2.88269 2.00582 1.00574
C26 -5.36842 0.14440 3.90187
C27 -6.40000 0.85222 3.02352
C28 4.20674 -1.40279 3.84196
C29 2.44217 0.56998 3.10186
C30 0.50310 0.97834 -0.54606
C31 -4.61257 2.36365 -0.54068
C32 -4.45051 -2.23254 4.46333
C33 -4.78265 3.46003 0.28905
C34 -5.83741 0.16424 5.33968
B1 -3.35338 0.20042 2.88799
H1 -5.61844 -2.82075 2.01182
H2 -6.47930 1.90382 3.33281
H3 -5.57376 5.39800 0.54600
H4 -0.80383 -3.11109 1.17652
H5 -6.09959 0.84713 1.96570
H6 6.29174 -0.22038 5.22063
H7 3.12943 -1.46906 0.51589
H8 -6.63076 -1.35404 1.98593
H9 2.67315 -2.81589 3.38554
H10 -5.30057 -2.63832 5.02844
H11 6.21012 1.28503 4.27508
H12 -7.38633 0.37907 3.13712
H13 0.04887 -5.34892 0.44229
H14 -1.97429 2.09196 4.06470
H15 -6.10877 1.18008 5.63942
H16 3.29051 -6.34952 0.88670
H17 -6.47345 4.33456 -0.61968
H18 1.91550 -6.77275 -0.14124
H19 -6.72729 -0.46529 5.42619
H20 -5.07693 -0.20834 6.03388
H21 -0.08712 -0.93661 2.44993
H22 6.74625 -0.22018 3.50988
H23 -3.92152 -3.07951 4.00519
H24 1.72310 1.34591 2.84882
H25 4.00229 1.95744 3.58845
H26 -3.18385 0.64297 -0.65391
H27 3.36830 -6.01934 -0.84838
H28 0.92797 3.12591 1.06450
H29 -5.27126 2.15151 -1.38498
H30 -6.73145 -2.47528 3.35821
H31 -3.76217 -1.73484 5.16089
H32 -1.46017 -0.44775 0.71120
H33 -6.62878 4.09666 1.14504

Cartesian forces (eV/Å) of the 2 atoms listed first:
-0.90 -0.52 0.14
0.37 0.96 0.21